Molecular formula: C3H6N2S3
Method: DFT, wB97M-V/def2-TZVPD

Geometry as XYZ:
```
14
Properties=species:S:1:pos:R:3:forces:R:3:mulliken_charge:R:1
C 0.982 -1.751 -0.712 1.336 0.272 1.002 -0.632
S -0.298 -1.522 0.501 -1.569 0.081 -0.586 0.005
N -1.028 -0.195 -0.330 1.415 -0.836 -0.481 -0.348
C -2.211 0.132 -0.357 -0.188 0.804 0.844 0.526
S -3.762 -0.123 0.325 -0.637 0.053 0.102 -0.162
S -3.049 1.663 -0.652 -0.142 -0.705 -0.172 -0.117
H 1.451 -2.725 -0.577 -0.226 -0.080 -0.031 0.327
H 1.732 -1.001 -0.464 0.193 -0.097 -0.441 0.113
H 0.654 -1.602 -1.713 -0.499 -0.092 -0.638 0.283
C 1.411 1.508 0.648 1.309 1.317 -1.065 -0.262
N 0.255 1.746 1.006 -1.633 -0.517 1.591 -0.480
H 1.921 2.285 0.149 0.640 1.256 -0.775 0.245
H 2.040 0.667 0.675 0.245 -1.810 0.792 0.247
H -0.097 0.916 1.502 -0.242 0.355 -0.143 0.255
```
Forces are in eV/Å.

Properties
Highest occupied orbital energy (eV): -8.658
Multiplicity: 1
Electronic energy (a.u.): -1421.8701

Molecular formula: C3H21Br2N4O3
Method: DFT, wB97M-V/def2-TZVPD

Geometry as XYZ:
```
33
Properties=species:S:1:pos:R:3:forces:R:3:mulliken_charge:R:1
N 25.335 -5.826 12.880 -0.981 -0.779 -0.118 -0.320
H 25.244 -5.729 11.872 0.637 0.960 -0.086 0.393
H 25.364 -4.984 13.456 0.326 0.309 -0.481 0.411
H 26.113 -6.451 13.075 0.043 0.063 0.220 0.371
H 24.411 -6.296 13.059 -0.251 -0.630 0.662 0.191
N 20.355 -5.814 10.993 1.873 0.028 -0.511 -0.405
H 21.303 -5.469 10.833 0.180 0.171 -0.269 0.363
H 20.323 -6.695 10.482 -0.490 -0.193 0.164 0.383
H 19.751 -5.120 10.548 -0.664 -0.035 0.689 0.391
H 20.373 -5.962 12.012 -1.293 0.052 0.158 0.176
N 24.477 -11.346 14.243 0.126 0.119 0.680 -0.374
H 24.182 -12.258 13.896 -0.050 -0.008 -0.075 0.399
H 23.743 -10.619 14.126 -0.207 -0.050 -0.278 0.301
H 25.342 -11.043 13.802 0.002 -0.093 -0.160 0.364
H 24.655 -11.419 15.249 0.034 -0.218 0.048 0.418
N 24.892 -9.626 9.454 -0.424 -0.375 1.766 -0.425
H 25.760 -9.734 9.984 0.569 -0.002 -0.890 0.362
H 24.594 -10.527 9.077 0.159 0.072 -0.383 0.411
H 24.893 -8.871 8.775 0.228 -0.083 -0.192 0.382
H 24.283 -9.409 10.269 -0.620 0.359 -0.146 0.348
O 22.579 -9.332 13.861 -0.516 1.160 0.046 -0.542
C 23.078 -8.418 12.989 2.519 1.374 -0.531 0.754
O 22.913 -7.192 13.273 -0.505 -0.639 -0.298 -0.827
O 23.869 -8.817 12.083 -0.796 -0.600 0.124 -0.816
H 22.139 -8.726 14.511 -0.171 -1.098 0.101 0.191
Br 18.536 -6.807 14.014 0.367 0.278 0.550 -0.163
C 19.033 -6.197 15.826 0.498 -0.352 0.923 -0.580
C 20.338 -6.798 16.374 -0.647 0.106 -1.610 -0.347
Br 20.237 -8.761 16.651 0.209 1.074 0.081 -0.112
H 18.210 -6.421 16.502 -0.220 -0.141 -0.362 0.438
H 19.181 -5.119 15.848 -0.204 0.025 -0.525 0.386
H 20.628 -6.171 17.215 0.011 -0.752 0.523 0.426
H 21.080 -6.663 15.589 0.257 -0.099 0.176 0.052
```
Forces are in eV/Å.

Properties
Highest occupied orbital energy (eV): -17.172
Multiplicity: 1
Charge: +3
Electronic energy (a.u.): -5718.7292

Molecular formula: C5H10O5Sr
Method: DFT, wB97M-V/def2-TZVPD

Geometry as XYZ:
```
21
Properties=species:S:1:pos:R:3:forces:R:3:lowdin_spin:R:1
C -2.609 2.407 2.079 -3.249 -1.310 -0.081 0.203
C -1.315 2.010 1.440 0.355 0.108 -0.694 0.026
O -1.357 0.600 1.099 -0.407 0.087 0.030 0.000
C -0.290 0.067 0.566 0.887 -0.213 -0.054 0.000
O 0.766 0.738 0.351 0.730 -0.053 -0.416 0.001
O -0.302 -1.173 0.293 0.355 -0.723 -0.423 0.000
O -2.493 3.693 2.572 -0.274 0.601 0.513 0.056
Sr 1.996 -1.306 -0.605 -1.969 1.191 1.018 0.000
H -2.912 1.695 2.862 0.431 0.031 -0.065 0.004
H -0.478 2.163 2.132 -0.227 0.120 -0.101 0.008
H -1.139 2.592 0.526 0.089 -0.128 0.219 0.003
H -3.104 3.829 3.326 0.519 -0.189 -0.796 0.000
H -3.861 2.227 1.331 2.096 0.195 0.598 0.002
C -5.424 2.076 0.536 -0.308 0.918 -0.582 0.534
C -6.290 0.861 0.596 0.259 -0.458 0.335 0.082
O -5.707 -0.176 -0.187 0.178 0.078 -0.001 0.002
H -5.881 2.967 0.974 0.183 -0.262 0.327 0.021
H -5.084 2.344 -0.470 0.222 -0.361 0.207 0.022
H -7.299 1.086 0.205 0.210 0.198 0.099 0.027
H -6.417 0.530 1.641 -0.013 0.084 -0.185 0.009
H -6.227 -0.980 -0.104 -0.068 0.086 0.052 0.000
```
Forces are in eV/Å.

Properties
Highest occupied orbital energy (alpha / beta) (eV): -9.510 / -11.668
Multiplicity: 2
⟨S²⟩: 0.764
Charge: +1
Electronic energy (a.u.): -603.1161

Molecular formula: C28H38BCl2
Method: DFT, wB97M-V/def2-TZVPD

Geometry as XYZ:
```
69
Properties=species:S:1:pos:R:3:forces:R:3:mulliken_charge:R:1
C 3.127 -0.275 1.508 0.272 0.017 -0.075 -0.803
C 3.615 -0.782 0.138 -0.089 -0.210 0.185 -0.466
C 2.500 -1.387 -0.729 0.091 -0.080 -0.267 -0.925
C 1.821 -0.443 -1.736 -0.078 0.127 0.021 -0.577
C 1.651 1.016 -1.306 0.055 0.035 0.139 -0.657
C 0.788 1.309 -0.049 -0.067 0.081 -0.020 -0.748
C -0.223 0.243 0.413 -0.443 0.075 0.203 0.144
B -1.805 0.735 0.310 0.408 -0.031 0.014 0.588
C -2.743 -0.581 0.351 0.027 0.352 -0.484 0.149
Cl -2.932 -1.300 1.964 -0.213 -0.250 0.083 -0.402
C -3.354 -1.278 -0.608 -0.125 -0.253 0.414 0.286
C -4.141 -2.552 -0.441 0.204 -0.027 -0.081 -1.324
Cl -3.240 -0.733 -2.268 0.036 0.084 -0.144 -0.242
H 3.196 0.810 1.577 -0.065 -0.048 0.072 0.247
H 3.719 -0.685 2.329 0.011 -0.026 -0.018 0.451
H 2.089 -0.560 1.675 0.031 0.077 0.066 -0.089
H 4.371 -1.557 0.298 0.010 0.036 0.002 0.410
H 4.120 0.027 -0.395 0.036 -0.029 -0.064 0.301
H 2.930 -2.219 -1.299 -0.078 -0.012 -0.035 0.393
H 1.741 -1.832 -0.085 0.072 0.040 0.118 0.416
H 0.834 -0.837 -1.989 0.037 -0.103 -0.005 0.295
H 2.392 -0.456 -2.670 0.018 0.078 0.027 0.525
H 2.651 1.440 -1.147 -0.030 0.072 -0.013 0.132
H 1.246 1.567 -2.160 -0.071 -0.095 -0.027 0.437
H 0.227 2.226 -0.251 0.053 0.032 -0.016 0.587
H 1.462 1.565 0.774 -0.080 -0.045 -0.057 0.286
H -0.117 -0.702 -0.125 0.120 0.050 -0.125 -0.005
H -0.021 0.001 1.464 0.044 -0.161 -0.286 -0.998
H -1.975 1.355 -0.728 -0.098 -0.073 -0.023 -0.248
H -2.076 1.448 1.273 -0.070 0.039 0.006 -0.250
H -4.923 -2.438 0.312 -0.035 -0.016 -0.030 0.313
H -3.483 -3.358 -0.106 -0.051 0.002 0.041 0.305
H -4.584 -2.858 -1.387 -0.083 0.050 0.020 0.395
C 5.155 -0.298 -3.508 0.001 -0.031 0.032 0.040
C 4.982 1.034 -3.861 -0.009 0.015 0.004 -0.281
C 5.356 1.471 -5.124 0.005 -0.002 0.001 -0.465
C 5.901 0.577 -6.035 -0.002 0.001 -0.001 -0.396
C 6.071 -0.755 -5.684 -0.002 -0.002 -0.004 -0.346
C 5.698 -1.192 -4.420 0.017 0.015 -0.006 -0.603
H 4.856 -0.637 -2.525 0.000 -0.009 -0.011 0.239
H 4.546 1.726 -3.152 -0.011 -0.008 0.002 0.362
H 5.218 2.509 -5.400 -0.004 -0.001 -0.001 0.367
H 6.189 0.917 -7.022 0.001 0.000 0.001 0.350
H 6.491 -1.454 -6.397 0.002 0.001 0.000 0.357
H 5.826 -2.232 -4.146 -0.003 0.000 0.001 0.371
C 1.794 0.799 4.416 -0.066 0.028 0.008 -0.326
C 0.569 0.682 3.773 0.106 0.091 0.118 -0.486
C -0.253 -0.405 4.037 -0.055 -0.008 0.072 -0.018
C 0.149 -1.369 4.952 0.038 0.052 -0.007 -0.469
C 1.372 -1.249 5.600 0.024 -0.022 -0.007 -0.345
C 2.198 -0.166 5.329 0.000 -0.020 0.020 -0.466
H 2.442 1.637 4.191 0.012 0.014 0.013 0.370
H 0.261 1.421 3.045 -0.031 0.001 0.023 0.455
H -1.194 -0.505 3.512 0.127 0.060 0.074 0.268
H -0.489 -2.221 5.153 -0.012 -0.006 -0.001 0.393
H 1.687 -2.005 6.309 0.007 -0.004 0.007 0.372
H 3.159 -0.079 5.821 0.002 0.003 0.012 0.370
C -7.864 1.956 1.532 -0.001 0.002 0.000 -0.314
C -6.773 1.147 1.823 -0.027 -0.004 0.001 -0.614
C -6.152 0.427 0.813 -0.027 -0.046 -0.015 0.283
C -6.617 0.521 -0.491 -0.002 0.006 -0.029 -0.288
C -7.707 1.330 -0.784 0.003 -0.001 0.005 -0.451
C -8.333 2.046 0.228 -0.002 0.003 0.002 -0.395
H -8.346 2.521 2.321 0.000 0.001 0.000 0.349
H -6.399 1.082 2.837 0.004 -0.004 0.001 0.368
H -5.301 -0.204 1.032 0.040 0.082 0.040 0.075
H -6.113 -0.024 -1.280 0.015 0.005 0.007 0.258
H -8.064 1.409 -1.803 -0.001 -0.002 0.001 0.355
H -9.182 2.679 0.000 0.001 0.002 0.001 0.341
```
Forces are in eV/Å.

Properties
Highest occupied orbital energy (eV): -4.862
Multiplicity: 1
Charge: -1
Electronic energy (a.u.): -2034.9809